ORCA calculation (wB97M-V/def2-TZVPD) on one molecule with the formula C5H3N.

Last column: Löwdin charge in e.
CARTESIAN COORDINATES (ANGSTROEM)
C: -1.15 0.51 0.36  -0.013
C: -0.46 1.55 0.92  -0.121
C: 0.10 -0.22 -0.22  -0.218
C: 0.41 1.14 -0.12  0.140
C: 0.74 -1.21 -0.63  -0.168
N: 1.42 -2.06 -1.18  0.141
H: -2.11 0.59 -0.07  0.103
H: -0.84 2.36 1.40  0.045
H: 1.88 -2.66 -0.45  0.092

Results
- calculated total energy (a.u.) = -246.74270
- relative energy (zero: lowest compared OMol25 entry of this formula, charge and spin) (eV) = 2.476
- LUMO (spin up / spin down) (eV) = 0.435 / -1.829
- highest occupied orbital energy (spin up / spin down) (Eh) = -0.206 / -0.323
- 2S+1 = 3
- Kohn-Sham gap (spin up / spin down) (eV) = 6.0348 / 6.9707
- total charge = 0